6 unconnected molecules or ions with the total composition C52H108F6N4O4 in a non-equilibrium geometry, computed with the ωB97M-V functional and the def2-TZVPD basis.

The geometry in XYZ format:
```
174
Properties=species:S:1:pos:R:3:forces:R:3
C 0.7596 3.1079 3.1064 0.30 -0.20 0.55
C 2.2335 2.7347 3.2314 -0.07 -0.88 0.35
C 3.2562 3.5652 2.5110 -0.15 1.17 -1.17
C 2.6629 4.1943 1.1416 0.89 -0.80 1.13
N 3.6734 4.6111 0.0405 -0.53 0.01 1.22
C 4.4965 3.3996 -0.4707 0.42 0.16 0.63
C 4.5185 3.5429 -1.9562 -0.22 1.00 -0.34
C 3.0960 4.0901 -2.2053 0.85 -1.22 -2.49
C 2.8880 5.1178 -1.1657 -1.17 0.01 0.97
C 4.6471 5.6846 0.6269 -0.78 -1.04 -0.04
C 3.9183 6.8831 1.2805 -0.73 -1.37 -0.46
C 4.8192 7.9506 1.7626 0.87 1.46 0.05
H 0.2354 2.7235 2.2314 0.04 -0.34 0.11
H 0.5718 4.1812 3.1350 0.21 0.13 0.15
H 0.4104 2.6948 4.0528 -1.06 0.01 -0.37
H 2.4277 1.6744 3.0693 -0.52 -0.17 -0.62
H 2.4828 2.7825 4.2914 0.05 0.35 0.13
H 4.1501 2.9537 2.3883 0.10 0.23 -0.45
H 3.4813 4.3143 3.2702 0.44 0.70 -0.71
H 2.0331 5.0524 1.3763 0.33 0.10 -0.05
H 1.9748 3.4585 0.7255 0.31 -0.16 -0.42
H 5.4605 3.4971 0.0285 0.00 -0.30 -0.20
H 4.0734 2.4185 -0.2548 -0.52 0.37 0.70
H 5.2561 4.3076 -2.1999 0.09 -0.13 -0.47
H 4.7323 2.6131 -2.4834 0.16 0.13 0.01
H 2.9694 4.4387 -3.2302 0.47 0.74 0.00
H 2.4278 3.2360 -2.3154 -0.50 -0.09 1.26
H 3.1461 6.1353 -1.4596 0.64 -0.21 0.10
H 1.8465 5.1825 -0.8509 -0.03 0.02 0.06
H 5.3563 5.8809 -0.1771 -0.19 0.48 -0.06
H 5.1853 5.0748 1.3526 0.11 0.45 0.31
H 3.3837 6.5034 2.1512 -0.03 -0.16 0.04
H 3.1315 7.2745 0.6357 0.12 0.06 -0.33
H 5.5026 7.5577 2.5154 0.18 0.24 -0.09
H 4.2852 8.8046 2.1793 -0.39 -0.38 0.49
H 5.3506 8.4859 0.9758 0.48 -0.57 -0.24
C -1.9372 -3.6562 -3.4629 -0.80 -2.13 0.00
C -2.3433 -2.4945 -2.6061 1.29 0.86 -1.53
C -2.7174 -2.9135 -1.2062 -0.08 0.77 -0.42
C -2.9030 -1.6666 -0.2817 -0.30 -2.01 0.54
N -3.4857 -2.0620 1.1331 -0.68 0.02 0.08
C -3.3198 -0.7845 2.0482 -0.35 -2.09 0.17
C -2.1798 -1.1237 3.0092 0.32 1.63 -0.10
C -2.2408 -2.5836 3.2518 -1.57 -1.07 -1.39
C -2.6682 -3.1666 1.8392 1.19 1.03 0.11
C -4.9928 -2.5376 1.0697 -0.34 1.00 -2.35
C -5.9313 -1.5445 0.2774 0.42 -0.98 0.14
C -7.3469 -2.1544 0.1469 -0.30 0.51 1.39
H -2.7517 -4.3764 -3.5401 -0.59 0.16 -0.73
H -1.2573 -4.3536 -2.9734 0.83 0.57 0.24
H -1.5363 -3.4169 -4.4478 -0.20 0.12 0.14
H -3.1065 -1.9181 -3.1289 -0.47 -0.06 0.20
H -1.4513 -1.8871 -2.7592 0.07 0.73 1.27
H -1.9857 -3.6853 -0.9674 0.28 0.44 0.91
H -3.6241 -3.4958 -1.3699 -0.51 0.20 0.52
H -3.5951 -0.9603 -0.7402 -0.12 -0.16 0.18
H -1.9968 -1.1018 -0.0627 0.19 -0.24 -0.14
H -4.2686 -0.8989 2.5725 0.03 1.18 0.23
H -3.1401 0.1124 1.4554 -0.38 -0.13 0.02
H -2.3631 -0.6171 3.9568 0.05 0.31 -0.06
H -1.2189 -0.7585 2.6467 -0.03 -0.13 -0.22
H -3.0882 -2.7033 3.9268 0.18 -0.62 0.32
H -1.3212 -3.0136 3.6487 -0.20 -0.10 -0.11
H -3.1836 -4.1270 1.8231 -0.17 0.30 0.10
H -1.7679 -3.2508 1.2306 0.02 -0.17 0.06
H -5.5027 -2.7241 2.0149 0.91 0.27 0.56
H -5.0692 -3.4734 0.5159 0.72 -0.13 0.10
H -5.6727 -1.4085 -0.7727 0.85 0.10 0.17
H -5.8130 -0.6054 0.8179 -0.77 0.32 -0.30
H -8.0129 -1.6228 -0.5327 0.45 0.00 -0.34
H -7.8918 -2.0886 1.0886 0.08 -0.16 0.26
H -7.3195 -3.2140 -0.1074 0.15 0.08 -0.27
C 2.3467 -3.0049 2.4811 -0.91 0.31 -1.86
C 2.6090 -4.2652 3.2621 0.63 1.42 0.27
C 1.5855 -4.3851 4.3830 1.67 -2.01 1.66
C 2.0291 -5.7039 5.1043 -2.72 -1.13 -0.21
N 1.2100 -6.1203 6.3954 0.27 -1.04 0.53
C 1.8187 -7.4792 6.9086 -0.63 -0.49 0.53
C 2.0643 -7.4162 8.4681 0.62 0.78 -1.45
C 1.6053 -6.0239 8.8928 -0.63 0.21 0.47
C 1.3626 -5.1836 7.6346 1.10 -0.23 -0.85
C -0.3066 -6.1553 6.0664 0.19 0.60 1.53
C -1.2284 -6.7604 7.2009 -0.19 0.38 -2.39
C -2.7118 -6.5347 6.6865 0.65 -0.40 1.68
H 2.4624 -1.9898 2.8610 0.18 -0.44 0.79
H 1.3125 -3.1042 2.1514 -0.50 0.39 0.22
H 2.7883 -2.9583 1.4857 0.75 -0.32 0.19
H 3.6303 -4.2824 3.6426 0.04 -0.12 0.09
H 2.4967 -5.0941 2.5632 -0.03 -0.20 0.17
H 0.6116 -4.3984 3.8936 -0.20 -0.22 0.64
H 1.6648 -3.7480 5.2638 -0.17 1.43 -0.84
H 3.0899 -5.8287 5.3215 -0.16 0.54 0.16
H 1.7169 -6.5097 4.4400 0.47 -0.33 -0.05
H 1.1561 -8.2948 6.6190 -0.39 0.29 0.11
H 2.7417 -7.7582 6.4005 0.04 0.80 -0.19
H 1.5835 -8.2117 9.0375 0.02 0.07 -0.29
H 3.1442 -7.4547 8.6112 -0.08 -0.42 0.09
H 0.7581 -6.1492 9.5671 -0.42 0.37 -0.42
H 2.3196 -5.4816 9.5123 0.26 -0.21 -0.12
H 0.5785 -4.4294 7.6999 -0.16 -0.37 -0.16
H 2.2831 -4.6591 7.3781 0.07 0.18 0.27
H -0.6288 -6.5410 5.0992 0.91 -0.69 -0.03
H -0.4260 -5.0788 5.9445 -0.76 0.03 0.25
H -0.9636 -6.4256 8.2038 -0.44 0.38 -0.19
H -1.1327 -7.8462 7.2015 0.35 -0.04 0.01
H -3.3314 -7.1100 7.3743 -0.20 -0.07 -0.14
H -2.8558 -6.9659 5.6959 0.12 0.21 -0.01
H -3.0972 -5.5182 6.7669 0.37 0.11 -0.29
C -6.8029 1.7018 -2.1238 0.19 0.14 -0.11
C -5.2607 2.0078 -2.0631 -1.94 0.56 2.14
C -4.4808 1.4975 -3.2008 2.15 -0.54 -0.60
C -2.9013 1.7675 -3.1002 -1.75 1.44 -0.15
N -2.5783 3.3249 -3.2593 1.34 -1.76 0.08
C -1.0101 3.4493 -3.3384 0.11 -1.10 -0.83
C -0.6630 4.7709 -2.7734 -0.32 0.81 -1.36
C -1.4798 4.7183 -1.5615 -0.62 1.12 1.83
C -2.8154 4.1403 -1.9341 -0.35 -0.89 -0.85
C -3.2782 3.9053 -4.5355 1.45 0.20 0.86
C -2.9465 3.2184 -5.8843 -0.21 -0.17 0.64
C -3.6062 3.9260 -7.0581 0.13 -0.75 0.24
H -7.3072 1.5635 -1.1675 0.59 -0.08 0.40
H -7.0160 0.7914 -2.6841 0.13 -0.02 -0.18
H -7.4136 2.5004 -2.5451 0.38 0.11 -0.50
H -4.8816 1.5373 -1.1559 0.13 -0.32 0.16
H -5.1212 3.0566 -1.8010 -0.12 0.22 -0.56
H -4.9253 1.7589 -4.1611 0.29 0.19 -0.12
H -4.5854 0.4154 -3.1222 0.22 -0.27 -0.35
H -2.3252 1.2223 -3.8478 -0.15 0.27 -0.15
H -2.5009 1.4921 -2.1245 0.05 0.03 0.14
H -0.5708 3.2667 -4.3191 -0.71 -0.10 -0.24
H -0.5503 2.7277 -2.6632 -0.60 -0.65 0.06
H -1.0750 5.5394 -3.4275 0.52 0.39 -0.17
H 0.4142 4.8744 -2.6428 -0.17 0.13 -0.01
H -1.7551 5.6873 -1.1450 0.68 0.14 0.40
H -0.9993 4.0662 -0.8322 -0.11 0.08 0.27
H -3.5988 4.8695 -2.1406 0.14 0.01 -0.04
H -3.0865 3.5244 -1.0766 -0.50 -0.47 -0.64
H -2.8941 4.9251 -4.5580 -0.03 0.13 -0.18
H -4.3322 4.0077 -4.2774 -0.06 -0.42 -0.26
H -3.2732 2.1790 -5.9154 -0.07 -0.07 0.30
H -1.8919 3.1875 -6.1582 0.25 0.18 0.81
H -4.6651 3.6674 -7.0608 -0.10 0.63 -0.19
H -3.1426 3.4328 -7.9124 -0.27 0.43 -0.37
H -3.3710 4.9902 -7.0521 -0.36 -0.03 -0.21
C 0.4175 0.6850 -0.4978 -2.83 0.70 -0.79
O 0.2664 0.2174 -1.8667 1.80 -1.33 -0.91
O -0.7951 1.2724 -0.2437 1.89 -1.29 1.05
C 0.9192 -0.5624 0.4341 0.22 1.01 -0.71
F 0.2460 -1.7055 0.2267 -0.87 -0.08 0.12
F 2.1855 -0.8736 0.1907 1.27 0.04 -1.22
F 0.9744 -0.3476 1.7675 -1.29 0.62 0.38
C 1.4311 0.0733 -2.7668 -1.42 0.50 -1.70
C 0.8270 -0.0861 -4.2134 -0.62 -0.18 0.72
H 1.4793 -0.0063 -5.0830 0.61 -0.02 0.48
H 0.3088 -1.0395 -4.3169 0.08 -0.20 0.13
H 0.0501 0.6589 -4.3856 -0.06 0.28 0.24
H 2.1287 -0.7525 -2.6270 -0.25 -0.09 0.74
H 1.9998 1.0008 -2.8341 0.19 0.20 0.62
H 1.2347 1.4026 -0.5716 0.83 0.15 0.63
C 6.1859 1.2623 -5.9928 1.84 -2.38 2.24
O 5.6019 0.0162 -6.6331 -0.36 -0.15 0.17
O 6.9469 0.9300 -4.8080 -2.60 1.59 -4.58
C 6.9565 1.9350 -7.2339 1.17 1.26 0.21
F 7.1946 3.2591 -6.9650 -0.68 0.02 0.36
F 8.2134 1.4879 -7.4659 -1.15 -0.76 -0.06
F 6.2982 1.9968 -8.4689 0.37 -0.76 1.56
C 4.3204 -0.0511 -7.2525 0.70 1.29 -0.41
C 3.6012 -1.3114 -6.9455 0.12 -0.62 -0.35
H 2.6836 -1.3612 -7.5316 -0.51 0.40 0.35
H 4.1360 -2.1499 -7.3917 0.40 -0.31 0.88
H 3.4445 -1.3045 -5.8669 -0.11 -0.88 -0.05
H 4.3618 0.0364 -8.3382 0.56 0.13 -0.31
H 3.6256 0.7453 -6.9859 0.21 0.75 0.54
H 5.3217 1.8811 -5.7511 -0.28 0.55 -0.23
```
Positions in Å, forces in eV/Å.

The HOMO energy comes out at -7.907 eV. For the LUMO energy, the calculation gives -3.99 eV. As for the energy relative to the best compared isomer or geometry (same formula, charge and spin): 5.675 eV. The net charge is +2. The spin multiplicity is 1.